No. 1
{"formula": "C6H23NO5", "method": "ωB97M-V/def2-TZVPD", "smiles": "C[C@@H]1CCCN1C.O.O.O.O.O", "relative_energy_kcal_mol": 15.14, "max_force_ev_per_a": 4.31, "orbital_gap_ev": 9.722, "homo_energy_ev": -9.3, "total_energy_ev": -18322.5722, "multiplicity": 1, "symbols": ["C", "N", "C", "C", "C", "C", "C", "H", "H", "H", "H", "H", "H", "H", "H", "H", "H", "H", "H", "H", "H", "H", "O", "H", "H", "O", "H", "H", "O", "H", "H", "O", "H", "H", "O"], "xyz": [[-1.23182, 0.37662, 1.30884], [-0.37508, -0.66438, 0.67649], [0.33735, -1.45841, 1.73455], [1.81554, -1.03194, 1.72858], [2.06359, -0.53448, 0.30196], [0.66884, -0.08305, -0.19236], [0.41523, -0.53812, -1.62899], [-0.63981, 1.15152, 1.77823], [-1.92803, 0.77050, 0.57920], [-1.85086, -0.00597, 2.03740], [0.28555, -2.54156, 1.48844], [-0.10792, -1.35853, 2.75604], [1.99337, -0.25398, 2.48451], [2.53401, -1.89645, 2.01432], [2.48557, -1.36379, -0.30968], [2.77112, 0.27321, 0.20983], [0.65987, 1.03667, -0.16959], [0.42669, -1.60961, -1.66874], [-0.52664, -0.20137, -1.99484], [1.15907, -0.12847, -2.32430], [-1.95257, -1.77663, -0.06202], [-2.93630, -2.07304, -1.08407], [-2.52537, -2.47123, -0.39295], [-1.18999, -3.73488, -0.69030], [0.08050, -2.97447, -0.39216], [-0.24077, -3.82602, -0.72993], [0.12750, 4.05759, 1.38742], [0.72981, 3.38773, 0.06475], [0.10258, 3.25806, 0.87011], [0.18866, 3.15158, -1.76276], [1.68133, 2.79289, -2.04405], [1.12815, 3.43679, -1.61298], [-1.21920, 2.89281, -0.39024], [-1.32454, 1.55366, -1.08352], [-1.36884, 2.49209, -1.26860]], "forces_ev_per_angstrom": [[1.4, 0.1, -1.6], [0.0, 0.1, 1.6], [0.1, -0.8, 0.3], [1.2, -0.8, 0.8], [-0.4, -0.9, -0.1], [0.3, 0.6, -1.0], [0.9, 0.7, 0.2], [0.1, 0.4, -0.1], [0.1, 0.4, -0.3], [-1.2, -1.4, 1.6], [-0.1, 0.6, 0.1], [0.1, 0.1, -1.0], [-0.1, 0.0, -0.3], [-1.3, 1.3, -0.5], [-0.5, 0.4, 0.2], [0.3, 0.3, 0.2], [-0.3, -0.8, 0.3], [0.1, -0.5, -0.3], [-1.0, 0.2, -0.2], [0.1, -0.2, 0.2], [0.9, 0.4, 0.5], [-2.2, 1.6, -3.4], [1.1, -1.7, 2.9], [-0.6, 0.2, 0.0], [-0.3, -0.5, -0.2], [1.3, 0.0, 0.1], [0.1, 0.5, 0.2], [-0.9, 0.0, 1.5], [1.0, -0.1, -1.4], [0.6, 0.0, -0.1], [0.3, -0.3, -0.3], [-0.7, 0.4, 0.2], [0.0, 0.0, 0.0], [0.0, -0.2, -0.1], [-0.3, 0.4, -0.1]]}



No. 2
{"formula": "C3H4FO2Si", "method": "ωB97M-V/def2-TZVPD", "relative_energy_kcal_mol": 22.59, "max_force_ev_per_a": 3.24, "orbital_gap_ev": 8.191, "homo_energy_ev": -4.3, "total_energy_ev": -17867.5509, "charge": -1, "multiplicity": 1, "symbols": ["C", "C", "C", "O", "O", "F", "Si", "H", "H", "H", "H"], "xyz": [[-0.09306, -1.73922, -0.03330], [0.06306, -0.42630, 0.08135], [1.79151, 0.42715, 0.09376], [2.71335, -0.39836, -0.00238], [1.71458, 1.62965, -0.02750], [-2.80820, 0.59468, -0.00025], [-1.13072, 0.87623, 0.01213], [-1.12990, -2.08576, -0.20648], [0.70202, -2.47027, -0.04989], [-0.66826, 1.83218, 1.22379], [-1.15438, 1.76001, -1.09125]], "forces_ev_per_angstrom": [[-1.1, 0.4, -0.3], [2.6, -0.2, -0.1], [0.0, -2.6, -1.3], [-1.3, 0.6, 0.7], [-0.6, 0.7, 0.4], [1.4, -0.3, 0.5], [-1.1, 2.1, 2.2], [0.6, -0.3, 0.2], [0.3, 0.0, 0.1], [-1.1, -1.1, -1.0], [0.4, 0.6, -1.3]]}



No. 3
{"formula": "C3H8N3", "method": "ωB97M-V/def2-TZVPD", "relative_energy_kcal_mol": 161.52, "max_force_ev_per_a": 5.66, "orbital_gap_ev": [8.309, 8.892], "homo_energy_ev": [-14.9, -15.0], "total_energy_ev": -7698.2745, "charge": 1, "multiplicity": 1, "symbols": ["C", "C", "C", "N", "N", "N", "H", "H", "H", "H", "H", "H", "H", "H"], "xyz": [[-0.86523, -0.38123, -1.88703], [0.98746, -0.82261, -0.81965], [0.19743, 0.59728, 1.09706], [0.32530, -0.73348, -2.04863], [-1.26535, -0.24737, -0.54434], [-0.14833, -0.44742, 0.23980], [-1.47142, -0.36259, -2.66255], [1.30064, -1.84846, -0.65432], [1.85842, -0.12203, -0.72597], [-0.40020, 1.48901, 0.82689], [0.12917, 0.26622, 2.15336], [1.26096, 0.80603, 0.95411], [-1.50359, 1.55402, -0.46515], [-0.29452, -1.32595, 0.62631]], "forces_ev_per_angstrom": [[2.8, -0.9, 3.4], [0.9, 0.6, -0.3], [1.5, 1.9, 3.0], [1.2, 0.0, -0.5], [-3.5, 4.4, -1.0], [1.8, -0.9, -3.6], [-3.4, 0.6, -3.2], [0.1, -0.1, 0.4], [-0.8, -0.6, 0.0], [0.4, -0.5, 0.6], [-0.5, 0.6, -0.6], [-0.2, 0.3, 0.0], [0.2, -3.6, -0.3], [-0.6, -1.8, 2.0]]}



No. 4
{"formula": "C28H34NO13", "method": "ωB97M-V/def2-TZVPD", "max_force_ev_per_a": 3.85, "orbital_gap_ev": 6.415, "homo_energy_ev": -4.4, "total_energy_ev": -57688.1360, "charge": -1, "multiplicity": 1, "symbols": ["N", "O", "O", "O", "C", "C", "C", "C", "C", "C", "O", "O", "H", "H", "H", "H", "H", "H", "C", "C", "C", "C", "C", "C", "O", "O", "H", "H", "H", "H", "H", "H", "C", "C", "C", "C", "C", "C", "O", "O", "H", "H", "H", "H", "H", "H", "C", "C", "C", "C", "C", "C", "O", "O", "H", "H", "H", "H", "H", "H", "C", "O", "C", "C", "O", "C", "H", "H", "H", "H", "H", "H", "H", "H", "H", "H"], "xyz": [[11.47716, -27.19125, -8.22931], [11.82326, -26.91830, -7.09116], [11.77643, -26.41344, -9.16267], [10.78526, -28.17598, -8.47480], [11.15894, -21.92420, -0.25750], [10.67842, -23.18807, -0.57101], [11.46701, -24.06188, -1.35084], [12.62281, -23.60208, -1.94388], [13.07804, -22.31176, -1.71741], [12.30839, -21.48377, -0.93662], [12.70131, -20.12413, -0.91083], [11.04634, -25.27586, -1.62354], [10.42366, -21.21588, 0.09469], [9.77356, -23.63187, -0.18285], [13.28650, -24.35326, -2.34593], [14.05360, -22.19666, -2.16624], [13.53605, -19.96419, -1.35718], [11.60604, -25.51281, -2.36663], [8.32361, -34.10784, -9.50587], [8.42789, -35.41974, -9.48302], [7.58007, -36.15982, -10.31147], [6.57886, -35.60314, -11.04089], [6.40226, -34.21428, -10.99404], [7.34663, -33.43731, -10.24456], [7.41063, -32.06554, -10.50868], [7.72071, -37.49870, -10.30635], [9.07924, -33.53305, -8.99106], [9.22143, -35.91275, -8.94115], [5.89613, -36.29980, -11.50452], [5.79758, -33.76645, -11.76877], [8.23457, -31.68621, -10.19431], [7.96225, -37.71835, -9.40357], [19.58749, -25.94634, -8.66147], [20.53124, -25.95165, -7.67342], [20.26590, -26.20470, -6.33097], [18.90769, -26.34327, -5.91799], [17.94399, -26.17852, -6.87527], [18.29580, -26.00251, -8.23519], [17.35983, -25.94360, -9.27257], [21.33798, -26.67067, -5.66111], [19.86509, -25.85358, -9.70105], [21.57337, -25.77827, -7.89772], [18.75479, -26.85613, -4.97990], [16.91251, -26.41423, -6.65874], [16.43605, -26.05190, -9.03489], [21.27096, -27.47723, -5.14480], [5.59766, -25.02268, -11.55134], [4.29898, -25.48994, -11.36612], [3.25882, -24.64076, -11.11302], [3.51075, -23.26518, -11.03585], [4.79266, -22.78281, -11.30533], [5.78267, -23.63354, -11.64329], [6.98970, -23.29248, -12.07354], [2.03176, -25.09357, -10.75338], [6.40474, -25.71326, -11.74657], [4.14878, -26.55796, -11.30982], [2.66053, -22.61925, -10.87368], [4.98456, -21.72007, -11.29356], [7.64886, -23.97988, -11.95278], [1.84279, -25.82589, -11.34465], [12.98769, -32.05461, -13.72637], [13.20683, -33.24985, -14.46972], [12.21885, -34.24096, -14.33902], [12.57324, -35.44717, -15.17575], [13.09146, -35.00981, -16.44605], [13.45498, -36.13667, -17.24302], [12.07899, -31.50160, -13.96417], [13.82808, -31.42830, -14.02569], [13.26996, -32.12656, -12.67601], [11.27210, -33.87225, -14.73374], [12.12202, -34.42410, -13.26889], [11.68165, -36.06806, -15.26332], [13.24622, -36.10708, -14.62830], [13.99707, -35.66694, -18.06375], [12.65146, -36.80163, -17.55968], [14.26004, -36.66194, -16.72913]], "forces_ev_per_angstrom": [[-0.3, 1.1, -1.3], [0.6, 0.0, 1.8], [0.4, 0.2, -0.5], [-0.6, -1.4, 0.0], [-0.4, 0.4, -2.0], [1.2, -1.3, 0.0], [-0.4, 2.9, 0.5], [0.4, -0.1, 1.2], [-0.3, -2.0, -0.2], [1.2, 2.0, -0.2], [-1.2, -0.5, 1.0], [-0.6, -1.9, -0.3], [0.4, 0.3, 0.7], [-0.2, 0.4, 0.2], [0.1, 0.1, -0.6], [0.0, 1.2, 0.2], [0.0, -0.5, -0.1], [-0.3, -0.9, -0.3], [0.0, 3.8, 0.4], [-0.2, -2.8, -0.9], [0.5, 0.2, 1.3], [-0.6, 0.8, 0.5], [1.9, 0.6, 0.1], [-0.7, -0.1, -2.0], [-0.7, -1.2, 0.3], [-0.1, -1.6, 0.0], [0.0, 0.3, 0.2], [0.0, -0.1, 0.1], [-0.1, 0.3, -0.5], [-0.4, 0.4, 0.4], [0.1, -0.1, 0.3], [0.2, -0.5, -0.1], [0.5, 0.8, 0.4], [1.3, 0.4, 0.5], [-2.4, -1.4, -1.1], [2.7, -0.5, -0.3], [-0.6, -0.3, -1.5], [-2.6, -0.2, -0.4], [0.8, 0.0, 0.4], [1.8, 0.6, 1.4], [-0.2, 0.1, 0.0], [0.2, -0.4, -0.3], [-0.5, 0.5, 0.3], [-0.2, 0.2, 0.1], [0.0, -0.1, 0.6], [-0.8, 0.1, -0.1], [-2.0, 0.4, -0.4], [1.5, -1.0, 0.3], [0.6, 2.0, 0.7], [-0.1, -0.9, -0.5], [-1.3, 1.4, 0.1], [0.9, -3.6, 0.3], [1.7, 2.4, -0.5], [-0.9, -0.3, -0.3], [0.1, 0.0, 0.0], [-0.2, -0.2, 0.0], [0.1, 0.2, 0.2], [0.0, 0.1, -0.1], [-0.2, -0.2, 0.1], [-0.3, -0.3, 0.2], [1.8, 0.2, -0.6], [0.1, 0.4, 0.0], [-0.1, 0.9, -0.2], [0.4, 0.2, 0.1], [-1.0, -1.3, 0.9], [1.4, 1.4, 0.2], [-0.3, -0.4, 0.3], [-0.1, 0.3, -0.5], [-1.0, -0.6, 0.5], [-0.3, 0.3, 0.1], [-0.4, -0.7, 0.1], [-0.4, 0.1, -0.4], [0.8, 0.1, -0.2], [-0.5, -0.3, -0.5], [-0.2, 0.2, 0.1], [-0.2, -0.6, 0.3]]}